[1]
Molecular formula: C12H22N2S
Method: DFT, the ωB97M-V functional and the def2-TZVPD basis

```
37
Properties=species:S:1:pos:R:3:mulliken_charge:R:1
C 4.509 1.187 -0.150 -1.764
H 5.168 0.963 -0.986 0.408
C 3.172 0.476 -0.321 1.118
C 3.351 -1.040 -0.420 -0.899
C 1.994 -1.736 -0.502 -0.565
C 1.122 -1.314 0.684 -0.746
N 0.961 0.126 0.692 0.060
C -0.063 0.782 0.082 0.604
N -1.202 0.095 -0.170 0.012
H -1.354 -0.778 0.310 0.274
C -2.413 0.729 -0.645 -0.474
H -2.109 1.519 -1.334 0.605
C -3.269 1.269 0.505 -0.698
H -2.666 1.788 1.248 0.343
H -4.002 1.969 0.105 0.364
C -3.962 0.024 1.060 -0.665
H -4.899 0.271 1.557 0.403
H -3.320 -0.464 1.796 0.263
C -4.182 -0.894 -0.157 -0.649
H -5.232 -0.908 -0.445 0.390
H -3.896 -1.921 0.074 0.259
C -3.321 -0.316 -1.296 -1.061
H -2.741 -1.082 -1.809 0.364
H -3.952 0.176 -2.035 0.361
S 0.052 2.386 -0.333 -0.406
C 2.238 0.793 0.852 -1.697
H 2.062 1.867 0.916 0.522
H 2.684 0.447 1.790 0.308
H 0.161 -1.828 0.645 0.265
H 1.614 -1.595 1.622 0.369
H 2.120 -2.820 -0.498 0.385
H 1.490 -1.452 -1.428 0.309
H 3.950 -1.289 -1.298 0.382
H 3.888 -1.397 0.463 0.285
H 2.690 0.839 -1.236 0.188
H 4.362 2.262 -0.105 0.423
H 4.997 0.866 0.768 0.359
```

- SMILES string = C[C@H]1CCCN(C(=S)NC2CCCC2)C1
- E_HOMO (eV) = -7.80
- gap between HOMO and LUMO (Eh) = 0.31180
- total charge = 0
- energy (a.u.) = -978.17005
- energy above the lowest of the compared OMol25 structures with the same formula, charge and spin (eV) = 0.189

---

[2]
Molecular formula: C12H22NO4P
Method: DFT, the ωB97M-V functional and the def2-TZVPD basis

```
40
Properties=species:S:1:pos:R:3:mulliken_charge:R:1
C -1.005 5.187 0.466 -1.225
C -0.161 4.116 1.147 -0.474
C 0.660 3.284 0.163 -0.236
C -0.216 2.475 -0.789 -0.648
H -0.666 3.118 -1.548 0.393
H -1.009 1.966 -0.236 0.368
O 0.571 1.522 -1.505 -0.432
P 0.559 -0.023 -1.155 1.187
O 1.421 -0.784 -2.073 -0.908
O -1.003 -0.374 -1.245 -0.401
C -1.384 -1.722 -1.489 -0.640
C -1.159 -2.600 -0.264 -0.146
C -1.793 -3.984 -0.399 -0.636
C -1.153 -4.828 -1.495 -1.191
H -0.079 -4.901 -1.342 0.296
H -1.332 -4.396 -2.476 0.320
H -1.570 -5.832 -1.486 0.377
H -2.860 -3.872 -0.599 0.352
H -1.687 -4.502 0.556 0.329
H -1.580 -2.089 0.606 0.252
H -0.081 -2.704 -0.107 0.191
H -2.446 -1.679 -1.746 0.249
H -0.813 -2.098 -2.342 0.403
C 1.060 -0.215 0.583 0.467
C 2.270 -0.747 0.886 1.137
O 3.133 -1.171 -0.023 -0.555
H 2.750 -1.088 -0.928 0.422
C 2.747 -0.907 2.296 -1.365
H 3.675 -0.352 2.425 0.346
H 2.966 -1.957 2.484 0.341
H 2.005 -0.553 3.005 0.383
C 0.144 0.208 1.547 -0.424
N -0.641 0.566 2.307 -0.669
H 1.321 3.929 -0.419 0.428
H 1.287 2.589 0.727 0.076
H 0.527 4.596 1.845 0.374
H -0.805 3.449 1.723 0.266
H -1.777 4.740 -0.154 0.296
H -1.491 5.811 1.213 0.396
H -0.383 5.823 -0.159 0.300
```

- SMILES string = CCCCOP(=O)(OCCCC)/C(C#N)=C(/C)O
- E_HOMO (eV) = -9.56
- gap between HOMO and LUMO (Eh) = 0.38002
- total charge = 0
- energy (a.u.) = -1167.61083
- energy above the lowest of the compared OMol25 structures with the same formula, charge and spin (eV) = 0.145

---

[3]
Molecular formula: C12H23As2CuF12N3O3
Method: DFT, the ωB97M-V functional and the def2-TZVPD basis

```
56
Properties=species:S:1:pos:R:3:mulliken_charge:R:1
Cu 0.039 -0.240 0.280 0.442
As 1.960 1.578 -2.873 1.757
F 1.446 0.380 -4.156 -0.478
F 2.761 2.605 -4.092 -0.482
F 2.516 2.824 -1.647 -0.488
F 1.149 0.595 -1.606 -0.358
F 3.474 0.685 -2.545 -0.510
F 0.395 2.452 -3.119 -0.532
As -2.347 -2.853 1.819 1.821
F -3.563 -1.749 2.432 -0.470
F -1.343 -1.644 0.946 -0.053
F -1.266 -4.060 1.217 -0.430
F -3.223 -4.255 2.536 -0.525
F -3.265 -3.026 0.276 -0.493
F -1.337 -2.715 3.330 -0.512
C 4.628 -0.456 -0.266 -1.387
C 3.348 -0.285 0.414 0.580
N 2.305 -0.120 0.888 -0.133
H 4.638 -0.861 -1.278 0.260
H 5.302 -1.061 0.341 0.434
H 5.084 0.528 -0.370 0.369
C 0.759 4.654 -0.279 -1.291
C 0.658 3.242 0.133 0.433
N 0.427 2.148 0.485 -0.165
H 0.235 5.226 0.488 0.430
H 0.209 4.904 -1.186 0.292
H 1.817 4.801 -0.494 0.284
C -0.567 1.087 5.045 -1.157
C -0.268 0.429 3.742 0.324
N -0.008 -0.083 2.791 -0.188
H -1.637 1.294 5.021 0.293
H -0.102 2.029 5.334 0.333
H -0.279 0.456 5.886 0.337
C -2.665 1.574 1.469 -0.860
O -2.126 0.747 0.367 0.201
C -2.738 1.099 -0.861 -0.833
C -2.409 -0.061 -1.857 -0.858
O -1.120 -0.608 -1.601 0.667
C -1.006 -1.845 -2.307 -0.907
C 0.267 -2.459 -1.920 -0.869
O 0.722 -2.274 -0.551 0.047
C 1.877 -2.998 -0.254 -1.323
H -3.753 1.561 1.525 0.412
H -2.140 2.519 1.328 0.280
H -2.244 1.183 2.395 -0.127
H -2.189 1.893 -1.367 0.261
H -3.798 1.353 -0.858 0.459
H -2.571 0.247 -2.890 0.447
H -3.214 -0.791 -1.771 0.427
H -1.061 -1.648 -3.378 0.351
H -1.797 -2.521 -1.981 0.432
H 0.980 -2.149 -2.684 0.340
H 0.208 -3.545 -2.003 0.545
H 1.802 -4.080 -0.146 0.363
H 2.248 -2.663 0.714 0.380
H 2.780 -3.043 -0.864 0.428
```

- E_HOMO (spin up / spin down) (eV) = -0.35 / -7.89
- gap between HOMO and LUMO (spin up / spin down) (Eh) = 0.08993 / 0.28480
- total charge = -1
- energy (a.u.) = -8171.52075
- spin multiplicity = 3
- energy above the lowest of the compared OMol25 structures with the same formula, charge and spin (eV) = 0.030

---

[4]
Molecular formula: C12H23AuCl2N4O2PSTe
Method: DFT, the ωB97M-V functional and the def2-TZVPD basis

```
47
Properties=species:S:1:pos:R:3:mulliken_charge:R:1
Au 1.522 0.053 0.884 0.511
C -2.327 -2.797 2.007 -0.913
N -1.821 -1.497 1.621 0.386
C -1.671 -0.542 2.700 -1.108
P -1.436 -1.071 0.063 0.578
O 0.029 -0.802 -0.162 -1.104
N -2.287 0.330 -0.237 0.500
C -1.930 1.054 -1.444 -1.050
C -3.661 0.528 0.184 -1.031
N -1.833 -2.273 -1.000 0.228
C -3.220 -2.632 -1.228 -1.047
C -0.856 -3.186 -1.562 -0.963
H -1.740 -3.195 2.839 0.331
H -2.237 -3.481 1.169 0.269
H -3.378 -2.744 2.308 0.289
H -0.960 -0.911 3.447 0.322
H -2.626 -0.357 3.201 0.367
H -1.304 0.399 2.293 0.336
H -0.865 0.930 -1.636 0.336
H -2.145 2.112 -1.294 0.297
H -2.486 0.706 -2.322 0.252
H -3.896 -0.138 1.010 0.361
H -4.373 0.349 -0.629 0.344
H -3.791 1.558 0.528 0.312
H -3.865 -1.998 -0.624 0.285
H -3.411 -3.677 -0.962 0.403
H -3.479 -2.506 -2.284 0.303
H 0.140 -2.794 -1.372 0.251
H -1.010 -3.272 -2.640 0.329
H -0.937 -4.184 -1.120 0.297
O 3.594 1.840 3.897 -0.443
C 3.248 1.325 2.922 0.589
N 3.002 0.795 1.879 -0.540
Cl 0.361 3.688 -0.498 -0.104
C -0.198 5.338 -0.880 -0.400
Cl 1.192 6.401 -1.146 -0.137
H -0.777 5.701 -0.034 0.322
H -0.785 5.296 -1.795 0.306
Te 2.958 2.265 -0.467 0.676
C 4.745 1.283 -0.785 -0.098
C 5.273 0.113 -0.283 -0.072
C 6.555 -0.155 -0.771 -0.655
C 7.001 0.796 -1.652 -0.347
S 5.865 2.039 -1.894 -0.069
H 4.741 -0.498 0.424 0.525
H 7.140 -1.010 -0.487 0.380
H 7.940 0.821 -2.169 0.396
```

- E_HOMO (spin up / spin down) (eV) = -11.39 / -11.93
- gap between HOMO and LUMO (spin up / spin down) (Eh) = 0.34364 / 0.23315
- total charge = +1
- energy (a.u.) = -2903.96789
- spin multiplicity = 3
- energy above the lowest of the compared OMol25 structures with the same formula, charge and spin (eV) = 0.751

---

[5]
Molecular formula: C12H23BeN2O2P2Se
Method: DFT, the ωB97M-V functional and the def2-TZVPD basis

```
43
Properties=species:S:1:pos:R:3:mulliken_charge:R:1
Be -0.245 0.073 0.782 -0.433
P 2.045 -0.563 1.226 0.568
C 2.285 -1.308 -0.412 -0.717
C 1.029 -1.384 -1.190 0.572
N -0.183 -0.924 -0.664 0.044
C -1.378 -1.242 -1.240 0.680
C -1.445 -2.165 -2.277 -0.705
C -0.237 -2.640 -2.838 -0.437
C 0.983 -2.173 -2.373 -0.959
C -2.662 -0.594 -0.673 -1.259
P -2.175 1.053 0.144 0.635
H 1.937 -2.509 -2.780 0.462
H -2.445 -2.510 -2.612 0.436
H -0.291 -3.387 -3.642 0.408
H -3.423 -0.416 -1.499 0.530
H -3.154 -1.252 0.108 0.411
H 1.967 1.384 -1.990 0.292
H 3.180 -0.962 -1.142 0.341
H 1.287 2.770 0.099 0.371
O 1.726 2.226 -2.438 -0.636
H 2.672 2.691 -2.461 0.349
H -0.340 1.278 0.652 0.484
O 0.794 2.707 0.922 -0.656
H -0.134 3.266 0.758 0.392
C -2.335 2.131 -1.311 -1.197
H -3.270 1.870 -1.836 0.430
H -2.384 3.168 -0.943 0.435
H -1.465 1.991 -1.978 0.307
C -3.630 1.345 1.180 -1.300
H -3.461 2.284 1.705 0.378
H -4.549 1.428 0.596 0.418
H -3.752 0.546 1.913 0.422
C 2.327 -2.204 1.967 -1.159
H 3.394 -2.443 1.905 0.389
H 1.940 -2.306 2.972 0.349
H 1.810 -2.922 1.324 0.367
C 3.533 0.473 1.636 -1.178
H 3.433 0.797 2.691 0.366
H 4.475 -0.097 1.511 0.433
H 3.573 1.388 1.012 0.309
Se -0.357 -0.652 5.244 -0.105
C -0.484 -0.184 3.571 0.619
N -0.592 -0.032 2.381 -0.456
```

- E_HOMO (spin up / spin down) (eV) = -10.08 / -10.39
- gap between HOMO and LUMO (spin up / spin down) (Eh) = 0.18522 / 0.23684
- total charge = +1
- energy (a.u.) = -3829.59798
- energy above the lowest of the compared OMol25 structures with the same formula, charge and spin (eV) = 5.018